(1)
{
  "formula": "C37H39BIrN10O9S2",
  "method": "ωB97M-V/def2-TZVPD",
  "symbols": ["Ir", "C", "C", "C", "C", "C", "C", "N", "N", "B", "N", "C", "C", "C", "N", "C", "C", "C", "N", "C", "C", "C", "N", "C", "C", "C", "H", "H", "H", "H", "H", "H", "H", "H", "H", "H", "H", "H", "H", "H", "H", "H", "H", "H", "H", "H", "H", "H", "H", "H", "H", "H", "H", "H", "O", "N", "O", "C", "C", "C", "C", "C", "C", "N", "C", "C", "N", "C", "C", "C", "C", "H", "H", "H", "H", "H", "H", "H", "O", "S", "O", "O", "S", "O", "C", "O", "C", "C", "C", "C", "C", "C", "N", "O", "O", "H", "H", "H", "H"],
  "xyz": [[-0.793, 0.724, -0.125], [-2.875, -2.909, -2.228], [-2.885, -2.531, -0.738], [-1.552, -2.861, -0.061], [-3.388, -1.102, -0.635], [-4.759, -0.828, -0.733], [-4.888, 0.538, -0.705], [-3.673, 1.064, -0.582], [-2.732, 0.092, -0.545], [-3.292, 2.521, -0.519], [-2.653, 2.792, 0.832], [-3.065, 3.641, 1.771], [-2.106, 3.697, 2.754], [-1.092, 2.829, 2.335], [-1.451, 2.278, 1.150], [0.176, 2.577, 3.099], [-0.146, 1.987, 4.479], [0.979, 3.878, 3.236], [-2.269, 2.782, -1.597], [-2.395, 3.574, -2.666], [-1.275, 3.440, -3.442], [-0.444, 2.508, -2.788], [-1.066, 2.129, -1.657], [0.873, 2.060, -3.373], [0.612, 1.266, -4.659], [1.789, 3.265, -3.620], [-2.649, -3.973, -2.340], [-2.133, -2.338, -2.779], [-3.854, -2.723, -2.677], [-3.656, -3.135, -0.256], [-0.815, -2.092, -0.237], [-1.159, -3.795, -0.464], [-1.675, -2.982, 1.021], [-5.544, -1.565, -0.812], [-5.761, 1.173, -0.773], [-4.264, 3.219, -0.647], [-4.015, 4.151, 1.681], [-2.113, 4.304, 3.647], [0.769, 1.876, 2.545], [-0.689, 2.713, 5.092], [0.776, 1.722, 5.006], [-0.769, 1.089, 4.397], [0.374, 4.662, 3.698], [1.312, 4.237, 2.259], [1.860, 3.713, 3.863], [-3.275, 4.189, -2.798], [-1.062, 3.929, -4.379], [1.421, 1.402, -2.693], [0.123, 1.907, -5.404], [-0.034, 0.406, -4.469], [1.558, 0.917, -5.069], [1.289, 4.024, -4.232], [2.684, 2.934, -4.150], [2.093, 3.734, -2.680], [1.795, -3.194, 6.002], [0.816, -3.097, 5.304], [-0.187, -3.768, 5.419], [0.852, -2.093, 4.199], [2.060, -1.671, 3.814], [2.203, -0.749, 2.726], [3.446, -0.223, 2.317], [3.482, 0.674, 1.289], [2.280, 1.039, 0.668], [1.114, 0.520, 1.019], [1.073, -0.354, 2.041], [-0.207, -0.802, 2.453], [-1.240, -0.314, 1.746], [-2.469, -0.529, 2.162], [-2.724, -1.255, 3.330], [-1.684, -1.806, 4.031], [-0.362, -1.609, 3.575], [2.936, -2.040, 4.329], [4.349, -0.529, 2.834], [4.411, 1.105, 0.935], [2.274, 1.763, -0.135], [-3.275, -0.101, 1.582], [-3.745, -1.374, 3.667], [-1.871, -2.362, 4.933], [5.200, -0.977, -3.737], [4.818, 0.403, -3.902], [3.913, 0.672, -4.997], [5.882, 1.360, -3.732], [3.555, 0.739, -2.150], [-0.395, -1.579, -3.550], [0.133, -1.403, -2.471], [-0.209, -0.375, -1.706], [1.203, -2.381, -2.037], [1.648, -3.323, -2.955], [2.628, -4.240, -2.601], [3.157, -4.189, -1.331], [2.748, -3.251, -0.402], [1.757, -2.357, -0.765], [4.196, -5.176, -0.936], [4.459, -6.069, -1.717], [4.722, -5.044, 0.158], [1.225, -3.319, -3.951], [2.988, -4.982, -3.300], [3.210, -3.232, 0.576], [1.406, -1.620, -0.068]],
  "mulliken_spin": [0.002, 0.000, -0.001, -0.001, 0.001, 0.000, 0.000, 0.000, 0.000, -0.001, 0.000, 0.000, 0.000, 0.000, 0.001, -0.002, 0.000, 0.000, 0.000, 0.001, 0.005, -0.010, 0.001, 0.016, 0.007, -0.023, 0.000, 0.000, 0.000, 0.000, 0.001, 0.000, 0.000, 0.000, 0.000, 0.000, 0.000, 0.000, 0.001, 0.000, 0.000, 0.000, 0.000, 0.000, 0.000, 0.000, 0.000, 0.019, 0.002, -0.002, -0.003, 0.003, -0.003, 0.001, 0.000, 0.000, 0.000, -0.002, 0.003, 0.000, 0.026, -0.030, 0.001, -0.005, -0.002, -0.003, -0.002, -0.001, 0.006, -0.002, 0.002, 0.000, 0.002, 0.004, 0.018, -0.002, 0.000, 0.000, 0.025, -0.025, 0.038, 0.002, 0.936, 0.000, 0.004, -0.002, -0.012, 0.002, 0.000, -0.001, -0.004, -0.002, 0.000, 0.000, 0.000, 0.000, 0.000, -0.001, 0.013],
  "spin_multiplicity": 2,
  "homo_energy_ha": [-0.3009, -0.2885],
  "total_charge": 0,
  "gap_ev": [5.9, 5.5]
}

(2)
{
  "formula": "C4H12N2",
  "method": "ωB97M-V/def2-TZVPD",
  "symbols": ["C", "N", "C", "C", "C", "N", "H", "H", "H", "H", "H", "H", "H", "H", "H", "H", "H", "H"],
  "xyz": [[0.351, 2.173, -1.708], [1.073, 0.921, -1.364], [1.298, 0.614, 0.095], [0.150, -0.224, 0.595], [0.007, -1.236, 1.680], [-2.297, -2.013, 0.572], [-0.762, 2.209, -1.744], [0.783, 3.103, -1.320], [0.641, 2.049, -2.854], [-1.106, -1.651, 1.336], [1.353, 1.661, 0.650], [2.284, -0.021, 0.298], [0.211, -0.830, -0.353], [-0.817, 0.362, 0.329], [0.084, -0.913, 2.680], [0.681, -2.055, 1.380], [-2.684, -2.887, 0.743], [-2.942, -1.350, 0.429]],
  "mulliken_spin": [0.000, 0.369, -0.081, -0.022, -0.005, 0.876, -0.007, 0.024, -0.029, -0.069, 0.018, -0.021, 0.001, -0.018, 0.003, -0.005, -0.020, -0.013],
  "spin_multiplicity": 2,
  "homo_energy_ha": [-0.4946, -0.5186],
  "total_charge": 1,
  "gap_ev": [4.8, 7.1]
}

(3)
{
  "formula": "C28H45N10PbTe",
  "method": "ωB97M-V/def2-TZVPD",
  "symbols": ["Pb", "C", "N", "C", "C", "N", "C", "C", "C", "C", "C", "C", "N", "C", "N", "C", "C", "N", "C", "C", "N", "C", "C", "H", "H", "H", "H", "H", "H", "H", "H", "H", "H", "H", "H", "H", "H", "H", "H", "H", "H", "H", "H", "H", "H", "H", "H", "H", "H", "H", "H", "C", "N", "C", "N", "C", "N", "C", "N", "C", "C", "H", "H", "H", "H", "H", "H", "H", "H", "H", "H", "H", "H", "Te", "C", "C", "C", "C", "C", "C", "H", "H", "H", "H", "H"],
  "xyz": [[-0.206, 0.659, -0.192], [1.345, 1.757, 2.867], [-0.055, 1.843, 3.220], [-0.480, 3.156, 3.667], [-0.916, 0.836, 3.019], [-0.688, -0.020, 1.978], [-1.080, -1.339, 2.079], [-1.165, -2.000, 3.317], [-1.667, -3.275, 3.405], [-2.150, -3.912, 2.259], [-1.973, -3.331, 1.026], [-1.348, -2.081, 0.893], [-1.028, -1.531, -0.340], [-0.803, -2.371, -1.391], [-0.262, -3.593, -1.240], [-0.661, -4.730, -2.056], [0.604, -3.947, -0.137], [-1.054, -1.929, -2.629], [-2.052, -0.923, -2.922], [-0.317, -2.403, -3.784], [-2.007, 0.738, 3.785], [-3.228, 0.086, 3.366], [-2.041, 1.204, 5.160], [1.940, 2.134, 3.703], [1.571, 2.370, 1.987], [1.626, 0.723, 2.682], [0.000, 3.901, 3.031], [-0.186, 3.361, 4.696], [-1.557, 3.266, 3.568], [-0.825, -1.503, 4.213], [-1.711, -3.775, 4.358], [-2.633, -4.872, 2.345], [-2.318, -3.844, 0.143], [-1.547, -4.505, -2.644], [-0.913, -5.552, -1.383], [0.142, -5.071, -2.710], [0.930, -3.060, 0.401], [1.477, -4.464, -0.538], [0.102, -4.613, 0.568], [-2.727, -0.806, -2.077], [-2.632, -1.247, -3.788], [-1.585, 0.037, -3.168], [0.652, -2.794, -3.479], [-0.160, -1.562, -4.460], [-0.855, -3.171, -4.342], [-3.226, -0.096, 2.294], [-4.063, 0.742, 3.613], [-3.369, -0.865, 3.884], [-1.032, 1.339, 5.540], [-2.538, 0.445, 5.765], [-2.607, 2.129, 5.269], [3.012, -1.067, -0.750], [2.596, 0.310, -1.083], [2.753, 0.479, -2.547], [4.108, 0.209, -2.964], [4.476, -1.155, -2.610], [4.368, -1.334, -1.166], [5.280, -0.402, -0.508], [4.910, 0.960, -0.867], [3.561, 1.233, -0.436], [5.028, 1.134, -2.310], [2.341, -1.764, -1.261], [2.929, -1.212, 0.331], [2.488, 1.506, -2.817], [2.078, -0.216, -3.055], [5.501, -1.352, -2.924], [3.811, -1.858, -3.116], [6.300, -0.604, -0.834], [5.223, -0.529, 0.575], [3.295, 2.260, -0.700], [3.502, 1.101, 0.649], [6.048, 0.914, -2.628], [4.781, 2.162, -2.585], [-2.795, 1.992, 0.128], [-2.829, 3.736, -1.076], [-2.761, 4.994, -0.468], [-3.002, 6.129, -1.214], [-3.319, 6.019, -2.566], [-3.394, 4.766, -3.170], [-3.128, 3.629, -2.438], [-2.539, 5.066, 0.586], [-2.959, 7.102, -0.749], [-3.514, 6.909, -3.145], [-3.675, 4.685, -4.209], [-3.200, 2.654, -2.899]],
  "mulliken_charge": [0.862, -1.338, 0.298, -1.186, 0.070, 0.037, 0.175, -0.380, -0.798, -0.720, -0.579, 0.189, -0.062, 0.204, 0.309, -1.337, -1.040, 0.383, -1.247, -1.262, 0.285, -0.955, -1.289, 0.513, 0.378, 0.307, 0.390, 0.334, 0.398, 0.535, 0.482, 0.483, 0.569, 0.430, 0.441, 0.376, 0.226, 0.427, 0.430, 0.305, 0.475, 0.365, 0.410, 0.424, 0.325, 0.218, 0.393, 0.380, 0.421, 0.420, 0.396, -0.730, 0.444, -0.718, 0.258, -0.665, 0.218, -0.663, 0.468, -0.861, -0.633, 0.159, 0.335, 0.355, 0.264, 0.349, 0.341, 0.368, 0.333, 0.290, 0.325, 0.351, 0.346, 0.130, 0.499, -0.343, -0.674, -0.432, -0.670, -0.338, 0.412, 0.412, 0.415, 0.410, 0.381],
  "homo_energy_ha": [-0.5478, -0.5473],
  "total_charge": 3,
  "gap_ev": [2.8, 4.5]
}